This record from OMol25 describes H4NO2PS in the gas phase. The level of theory is wB97M-V/def2-TZVPD.

E_HOMO = -9.80 eV
multiplicity = 1
lowest unoccupied orbital energy = -0.566 eV
frontier orbital gap = 9.24 eV
energy relative to the best compared isomer or geometry (same formula, charge and spin) = 107.6 kcal per mole
structure (SMILES) = NS(=O)(=O)P
largest force on an atom = 2.66 eV/A

The geometry in XYZ format:
```
9
Properties=species:S:1:pos:R:3:forces:R:3
N 1.188 -1.061 0.399 1.7 -0.9 -0.6
O -0.344 0.276 1.814 0.2 0.6 1.8
O -1.270 -0.907 -0.124 -0.1 -1.0 -0.3
P -0.438 1.808 -1.006 1.5 -2.1 0.7
S -0.221 -0.157 0.481 1.2 1.0 -2.1
H 2.078 -1.071 0.967 -2.1 1.1 -0.1
H 1.470 -1.542 -0.471 -1.2 0.6 0.4
H -1.560 1.906 -0.208 -0.9 0.1 0.1
H -0.902 0.747 -1.854 -0.2 0.7 0.1
```
Forces are in eV/Å.

The natural (NBO) scheme yields these atomic charges, measured in e: number 1, N, carries -1.1199; number 2, O, carries -0.9372; number 3, O, carries -0.9398; number 4, P, carries 0.0883; number 5, S, carries 2.0765; number 6, H, carries 0.4280; number 7, H, carries 0.4048; number 8, H, carries -0.0078; number 9, H, carries 0.0071

This record from OMol25 describes 2 unconnected molecules or ions with the total composition H4NO2PS. The level of theory is wB97M-V/def2-TZVPD.

E_HOMO (alpha / beta) = -8.76 / -8.76 eV
multiplicity = 1
lowest unoccupied orbital energy (alpha / beta) = -2.625 / -2.625 eV
frontier orbital gap (alpha / beta) = 6.13 / 6.13 eV
energy relative to the best compared isomer or geometry (same formula, charge and spin) = 102.1 kcal per mole
largest force on an atom = 4.77 eV/A

The geometry in XYZ format:
```
9
Properties=species:S:1:pos:R:3:forces:R:3
N -1.950 0.182 0.852 3.0 -2.4 -1.8
O -0.013 1.202 -0.778 -3.5 2.3 2.3
O -0.411 -1.094 -0.979 -2.9 -2.5 0.3
P -0.531 0.033 0.141 -0.4 0.2 -0.9
S 2.737 -0.097 0.327 -1.8 -0.2 0.4
H -2.087 1.078 1.214 -0.3 1.9 1.0
H 0.741 0.942 -1.206 3.4 -0.9 -1.8
H -1.279 -1.645 -1.146 2.4 1.5 0.7
H 2.794 -0.601 1.574 0.0 0.1 -0.1
```
Forces are in eV/Å.

The natural (NBO) scheme yields these atomic charges, measured in e: number 1, N, carries -1.1276; number 2, O, carries -0.9579; number 3, O, carries -0.9842; number 4, P, carries 2.0652; number 5, S, carries -0.5613; number 6, H, carries 0.3882; number 7, H, carries 0.5161; number 8, H, carries 0.5360; number 9, H, carries 0.1255

This record from OMol25 describes 2 unconnected molecules or ions with the total composition H4NO2PS. The level of theory is wB97M-V/def2-TZVPD.

E_HOMO = -9.52 eV
multiplicity = 1
lowest unoccupied orbital energy = 0.118 eV
frontier orbital gap = 9.64 eV
energy relative to the best compared isomer or geometry (same formula, charge and spin) = 46.7 kcal per mole
largest force on an atom = 3.01 eV/A

The geometry in XYZ format:
```
9
Properties=species:S:1:pos:R:3:forces:R:3
N 1.753 -0.231 -0.494 0.7 0.6 -1.3
O -2.008 0.143 -0.878 -2.2 -1.5 1.4
O 0.693 0.924 1.471 -0.5 -0.9 0.7
P 0.973 -0.467 0.774 -0.6 -2.2 0.9
S 0.418 -2.162 1.528 0.2 1.5 0.1
H 2.011 -1.045 -1.042 -0.1 0.1 0.1
H -2.938 0.463 -0.839 1.1 -0.3 -0.1
H 0.619 1.581 0.786 0.2 0.8 -0.5
H -1.522 0.795 -1.306 1.2 1.8 -1.3
```
Forces are in eV/Å.

The natural (NBO) scheme yields these atomic charges, measured in e: number 1, N, carries -1.2541; number 2, O, carries -0.9392; number 3, O, carries -0.9472; number 4, P, carries 1.7590; number 5, S, carries -0.4823; number 6, H, carries 0.4064; number 7, H, carries 0.4775; number 8, H, carries 0.5163; number 9, H, carries 0.4635

This record from OMol25 describes a molecular structure, H4NOP2. The level of theory is wB97M-V/def2-TZVPD.

E_HOMO = -4.10 eV
multiplicity = 1
total charge = -1
lowest unoccupied orbital energy = 4.827 eV
frontier orbital gap = 8.92 eV
energy relative to the best compared isomer or geometry (same formula, charge and spin) = 0.0 kcal per mole
largest force on an atom = 1.93 eV/A

The geometry in XYZ format:
```
8
Properties=species:S:1:pos:R:3:forces:R:3
N 1.023 -0.101 -0.589 -1.0 -0.5 -0.2
O 1.419 1.673 1.296 0.0 -0.5 1.0
P 0.006 -1.240 -1.284 -0.1 -0.1 0.8
P 0.444 0.736 0.662 1.5 -0.5 -0.5
H -0.761 -1.728 -0.120 0.4 -0.2 -0.4
H -1.269 -0.651 -1.671 0.3 0.4 -0.1
H -0.324 -0.260 1.447 0.6 0.8 0.0
H -0.537 1.571 0.258 -1.7 0.6 -0.6
```
Forces are in eV/Å.

The natural (NBO) scheme yields these atomic charges, measured in e: number 1, N, carries -1.4277; number 2, O, carries -1.1531; number 3, P, carries 0.4840; number 4, P, carries 1.7338; number 5, H, carries -0.1278; number 6, H, carries -0.1359; number 7, H, carries -0.1798; number 8, H, carries -0.1935

This record from OMol25 describes 2 unconnected molecules or ions with the total composition H4NP. The level of theory is wB97M-V/def2-TZVPD.

E_HOMO (alpha / beta) = -6.24 / -10.16 eV
multiplicity = 3
lowest unoccupied orbital energy (alpha / beta) = 1.013 / -2.104 eV
frontier orbital gap (alpha / beta) = 7.25 / 8.05 eV
energy relative to the best compared isomer or geometry (same formula, charge and spin) = 0.0 kcal per mole
largest force on an atom = 4.48 eV/A

The geometry in XYZ format:
```
6
Properties=species:S:1:pos:R:3:forces:R:3
N -0.420 -0.391 -0.793 4.2 -1.5 0.6
P 0.458 -0.840 0.702 -0.1 0.8 -1.5
H -1.366 -0.613 -0.807 -2.0 -0.5 0.2
H 0.096 -1.014 -1.478 -1.1 1.4 0.4
H -0.604 0.479 1.831 -0.7 0.5 0.4
H 1.635 -0.080 0.395 -0.2 -0.7 -0.1
```
Forces are in eV/Å.

The natural (NBO) scheme yields these atomic charges, measured in e: number 1, N, carries -1.0518; number 2, P, carries 0.4731; number 3, H, carries 0.3743; number 4, H, carries 0.3886; number 5, H, carries -0.1381; number 6, H, carries -0.0462

This record from OMol25 describes 2 unconnected molecules or ions with the total composition H4NPS. The level of theory is wB97M-V/def2-TZVPD.

E_HOMO (alpha / beta) = -9.62 / -7.09 eV
multiplicity = 1
lowest unoccupied orbital energy (alpha / beta) = -0.172 / -0.234 eV
frontier orbital gap (alpha / beta) = 9.44 / 6.85 eV
energy relative to the best compared isomer or geometry (same formula, charge and spin) = 72.4 kcal per mole
largest force on an atom = 1.74 eV/A

The geometry in XYZ format:
```
7
Properties=species:S:1:pos:R:3:forces:R:3
N -0.706 -0.224 -1.147 -0.1 0.1 -0.1
P 0.696 -0.114 -0.239 0.5 -0.4 0.3
S 0.177 1.541 0.958 1.1 -0.2 1.2
H -0.601 -0.229 -2.138 0.2 -0.2 -0.6
H -1.559 0.238 -0.915 -0.4 0.2 0.5
H 0.805 -2.521 1.551 0.0 0.3 -0.2
H 1.188 1.308 1.929 -1.2 0.2 -1.2
```
Forces are in eV/Å.

The natural (NBO) scheme yields these atomic charges, measured in e: number 1, N, carries -1.1665; number 2, P, carries 0.6254; number 3, S, carries -0.3550; number 4, H, carries 0.3949; number 5, H, carries 0.3924; number 6, H, carries -0.0613; number 7, H, carries 0.1701

This record from OMol25 describes a molecular structure, H4NPSi. The level of theory is wB97M-V/def2-TZVPD.

E_HOMO = -9.16 eV
multiplicity = 1
lowest unoccupied orbital energy = -0.689 eV
frontier orbital gap = 8.47 eV
energy relative to the best compared isomer or geometry (same formula, charge and spin) = 34.6 kcal per mole
largest force on an atom = 3.23 eV/A

The geometry in XYZ format:
```
7
Properties=species:S:1:pos:R:3:forces:R:3
N 1.445 -0.759 -0.024 0.6 1.1 -0.1
Si -0.271 -0.632 -0.094 0.2 1.2 3.0
P 2.682 0.161 -0.059 0.3 1.0 -0.1
H -0.436 -0.901 -1.550 -0.8 0.4 0.3
H -0.688 -1.701 0.875 -0.4 0.1 -0.8
H -0.678 0.821 1.087 0.3 -1.9 -2.5
H 2.353 1.751 -0.160 -0.3 -1.8 0.2
```
Forces are in eV/Å.

The natural (NBO) scheme yields these atomic charges, measured in e: number 1, N, carries -1.3537; number 2, Si, carries 1.0497; number 3, P, carries 0.9466; number 4, H, carries -0.1372; number 5, H, carries -0.1676; number 6, H, carries -0.1748; number 7, H, carries -0.1630

This record from OMol25 describes 2 unconnected molecules or ions with the total composition H4NS. The level of theory is wB97M-V/def2-TZVPD.

E_HOMO (alpha / beta) = -10.38 / -9.93 eV
multiplicity = 2
lowest unoccupied orbital energy (alpha / beta) = 0.842 / -2.728 eV
frontier orbital gap (alpha / beta) = 11.22 / 7.20 eV
energy relative to the best compared isomer or geometry (same formula, charge and spin) = 4.1 kcal per mole
largest force on an atom = 1.27 eV/A

The geometry in XYZ format:
```
6
Properties=species:S:1:pos:R:3:forces:R:3
N 0.989 0.347 -0.591 -1.2 0.4 -0.2
H 0.244 0.852 -1.084 0.5 0.1 -0.4
H 0.464 -0.495 -0.344 0.8 0.0 0.3
H 1.057 0.922 0.248 0.3 -0.4 0.2
S -1.442 -1.124 1.486 0.0 0.2 -0.3
H -1.312 -0.503 0.285 -0.3 -0.2 0.5
```
Forces are in eV/Å.

The natural (NBO) scheme yields these atomic charges, measured in e: number 1, N, carries -1.0367; number 2, H, carries 0.3439; number 3, H, carries 0.3468; number 4, H, carries 0.3541; number 5, S, carries -0.0923; number 6, H, carries 0.0842

Q: What is the largest force on an atom in the eighth record?
A: 1.27 eV/A

Q: Which formula does entry 8 have?
A: H4NS